An isolated molecule of C3H4OS at a distorted geometry. Source: the Open Molecules 2025 dataset; level of theory: ωB97M-V/def2-TZVPD.

relative energy (zero: lowest compared OMol25 entry of this formula, charge and spin)	127.4	kJ/mol
Kohn-Sham gap	0.30497	hartree
calculated total energy	-16056.7892	eV
SMILES	O=CCC=S
max |F|	0.064	Eh/bohr
total charge	0
E_LUMO	-0.70	eV

Last column: natural (NBO) charge in e.
CARTESIAN COORDINATES (ANGSTROEM)
C: -0.6875 0.2170 -1.4944  0.453
C: -0.9516 0.1846 -0.0265  -0.609
C: 0.3138 0.3932 0.6480  -0.218
H: -0.6859 -0.8230 -2.0563  0.122
H: -1.6838 1.0289 0.2016  0.250
H: -1.4040 -0.7586 0.3715  0.246
H: 0.7572 1.3741 0.7226  0.221
O: -0.3679 1.2447 -2.0135  -0.506
S: 0.8695 -0.9717 1.3816  0.040

---

An isolated molecule of C3H4OS at a distorted geometry. Source: the Open Molecules 2025 dataset; level of theory: ωB97M-V/def2-TZVPD.

relative energy (zero: lowest compared OMol25 entry of this formula, charge and spin)	229.7	kJ/mol
expectation value of S²	2.009
Kohn-Sham gap (spin up / spin down)	0.28630 / 0.31183	hartree
calculated total energy	-16052.8948	eV
multiplicity	3
max |F|	0.084	Eh/bohr
total charge	0
E_LUMO (spin up / spin down)	0.95 / -1.93	eV

Last column: natural (NBO) charge in e.
CARTESIAN COORDINATES (ANGSTROEM)
C: 1.4364 0.1514 -0.0047  -0.258
C: 0.1658 0.7640 -0.0914  -0.448
C: 0.1654 -0.7230 0.0427  -0.414
O: 3.6961 -0.7980 -0.0849  -0.744
S: 3.0715 0.4860 0.0384  0.979
H: -0.2258 1.2712 0.8343  0.211
H: 0.0428 1.4159 -0.8618  0.220
H: 0.0086 -1.5562 -0.7015  0.234
H: -0.3197 -1.1376 0.9743  0.220

---

A cluster of 2 separate species, C3H4OS in total at a distorted geometry. Source: the Open Molecules 2025 dataset; level of theory: ωB97M-V/def2-TZVPD.

relative energy (zero: lowest compared OMol25 entry of this formula, charge and spin)	420.0	kJ/mol
expectation value of S²	2.018
Kohn-Sham gap (spin up / spin down)	0.29151 / 0.30794	hartree
calculated total energy	-16050.9230	eV
multiplicity	3
max |F|	0.067	Eh/bohr
total charge	0
E_LUMO (spin up / spin down)	0.09 / -2.20	eV

Last column: natural (NBO) charge in e.
CARTESIAN COORDINATES (ANGSTROEM)
C: -1.6275 0.6037 0.1557  -0.386
C: -0.3687 0.5159 0.4572  -0.169
C: 1.3394 -1.5820 -0.0876  -0.516
O: -0.3726 2.9013 -0.9174  -0.803
S: -0.6657 2.3825 0.4197  1.100
H: -2.5255 0.0275 0.1992  0.258
H: 1.2468 -1.8561 0.9956  0.175
H: 2.3089 -1.1364 -0.3312  0.167
H: 0.6649 -1.8563 -0.8912  0.174

---

A cluster of 2 separate species, C3H4OS2 in total at a distorted geometry. Source: the Open Molecules 2025 dataset; level of theory: ωB97M-V/def2-TZVPD.

relative energy (zero: lowest compared OMol25 entry of this formula, charge and spin)	752.7	kJ/mol
Kohn-Sham gap (spin up / spin down)	0.30912 / 0.27313	hartree
calculated total energy	-26886.0880	eV
max |F|	0.028	Eh/bohr
total charge	0
E_LUMO (spin up / spin down)	-0.68 / -2.07	eV

Last column: natural (NBO) charge in e.
CARTESIAN COORDINATES (ANGSTROEM)
C: 1.5344 1.8096 0.2608  -0.103
C: 0.9044 0.8799 -0.1937  -0.093
C: 0.1654 -0.1754 -0.6475  -0.461
O: -1.7201 -1.9288 -0.0368  -0.918
S: -2.5386 0.8648 0.0769  -0.420
S: -1.2779 -0.5979 0.2663  1.432
H: 2.0811 2.6335 0.6113  0.241
H: 1.4827 -2.3966 -0.2470  0.013
H: 0.1608 -0.4783 -1.6788  0.264
H: -0.7922 -0.6108 1.5883  0.045

---

An isolated molecule of C3H4OS2 at a distorted geometry. Source: the Open Molecules 2025 dataset; level of theory: ωB97M-V/def2-TZVPD.

relative energy (zero: lowest compared OMol25 entry of this formula, charge and spin)	269.2	kJ/mol
Kohn-Sham gap	0.32427	hartree
calculated total energy	-26891.0985	eV
max |F|	0.083	Eh/bohr
total charge	0
E_LUMO	-0.17	eV

Last column: natural (NBO) charge in e.
CARTESIAN COORDINATES (ANGSTROEM)
C: -0.9112 -0.5334 -0.0072  -0.402
C: 0.3891 -0.7183 0.1233  -0.187
C: 1.3940 0.3060 -0.1838  -0.619
O: -2.1897 1.6815 0.5584  -0.896
S: -2.4522 -1.3548 0.0538  0.064
S: -2.1455 0.6543 -0.5054  1.165
H: 0.8831 -1.5118 0.5070  0.211
H: 2.4064 -0.2905 -0.4447  0.217
H: 1.6344 0.8472 0.8126  0.232
H: 0.9916 0.9197 -0.9139  0.215

---

An isolated molecule of C3H4OS3 at a distorted geometry. Source: the Open Molecules 2025 dataset; level of theory: ωB97M-V/def2-TZVPD.

relative energy (zero: lowest compared OMol25 entry of this formula, charge and spin)	150.0	kJ/mol
Kohn-Sham gap	0.31537	hartree
calculated total energy	-37727.1676	eV
SMILES	O=C(S)CC(=S)S
max |F|	0.076	Eh/bohr
total charge	0
E_LUMO	-0.48	eV

Last column: natural (NBO) charge in e.
CARTESIAN COORDINATES (ANGSTROEM)
C: -1.5499 0.4677 -0.1402  -0.332
C: -0.2155 0.2736 0.6338  -0.606
C: 0.9533 -0.3514 -0.1225  0.484
H: -0.9632 -1.5544 -0.5071  0.213
H: 0.0569 1.3158 0.9363  0.249
H: -0.3961 -0.3123 1.4645  0.258
H: 3.2038 -0.0428 -0.8454  0.156
O: 0.9977 -1.4817 -0.6570  -0.553
S: -2.4390 -1.0610 -0.1459  0.025
S: -2.0419 1.9127 -0.4408  0.136
S: 2.3937 0.8337 -0.1756  -0.029

---

A structure of composition C3H4OSr at a distorted geometry. Source: the Open Molecules 2025 dataset; level of theory: ωB97M-V/def2-TZVPD.

Kohn-Sham gap	0.14540	hartree
calculated total energy	-6053.0895	eV
max |F|	0.038	Eh/bohr
total charge	0
E_LUMO	-1.57	eV

Last column: Löwdin charge in e.
CARTESIAN COORDINATES (ANGSTROEM)
C: -0.5360 -0.5192 -0.0304  -0.436
C: 0.7330 0.3181 0.2760  -0.314
C: 0.6806 -1.2109 -0.0896  -0.163
H: -1.2697 -0.6130 0.7829  0.099
H: 0.8826 0.6699 1.3054  0.057
H: 1.2365 0.9371 -0.4909  0.027
H: 0.9230 -1.9032 0.7274  0.038
O: -1.5073 0.1475 -1.2779  -0.777
Sr: -1.1427 2.1737 -1.2029  1.469

---

A structure of composition C3H4P2 at a distorted geometry. Source: the Open Molecules 2025 dataset; level of theory: ωB97M-V/def2-TZVPD.

relative energy (zero: lowest compared OMol25 entry of this formula, charge and spin)	410.6	kJ/mol
Kohn-Sham gap	0.27180	hartree
calculated total energy	-21746.9695	eV
max |F|	0.036	Eh/bohr
total charge	0
E_LUMO	-1.46	eV

Last column: natural (NBO) charge in e.
CARTESIAN COORDINATES (ANGSTROEM)
C: -0.6844 0.2126 0.2819  -0.594
C: 0.3652 -0.0481 -0.6959  -0.642
C: 0.8835 -1.0146 0.3117  -0.067
P: -2.3513 0.1584 -0.0445  0.469
P: 1.9757 0.4290 0.0838  0.377
H: -0.3415 0.4705 1.2778  0.256
H: 0.1450 -0.2384 -1.7322  0.263
H: -2.7516 0.4041 1.2739  -0.049
H: 2.7595 -0.3735 -0.7564  -0.013